No. 1
{
  "formula": "C11H29Cl2N2O2P",
  "method": "ωB97M-V with the def2-TZVPD basis set",
  "symbols": ["Cl", "C", "C", "C", "P", "Cl", "H", "H", "H", "H", "H", "H", "H", "C", "C", "C", "O", "C", "N", "H", "H", "H", "H", "H", "H", "H", "H", "H", "H", "H", "C", "C", "C", "O", "C", "N", "H", "H", "H", "H", "H", "H", "H", "H", "H", "H", "H"],
  "xyz": [[-0.9858, 3.8661, -2.6578], [0.0540, 2.4074, -2.6132], [0.3131, 1.9222, -1.1868], [1.7639, 1.4964, -0.9527], [3.0791, 2.7573, -0.9282], [2.2571, 4.2142, 0.2698], [0.9702, 2.6654, -3.1384], [-0.4824, 1.6593, -3.1943], [-0.3399, 1.0690, -0.9851], [0.0264, 2.6948, -0.4728], [2.0917, 0.7824, -1.7199], [1.8564, 0.9879, 0.0121], [2.8940, 3.3988, -2.1729], [-4.5572, -1.5683, -1.6408], [-4.1265, -0.4403, -2.5715], [-3.8152, -0.8935, -4.0021], [-2.5822, -1.5709, -4.1485], [-2.6086, -2.9549, -3.8631], [-3.0117, 0.2857, -1.9601], [-3.7051, -2.1707, -1.3236], [-5.0133, -1.1554, -0.7420], [-5.2821, -2.2271, -2.1224], [-4.9632, 0.2608, -2.6521], [-3.7328, -0.0042, -4.6318], [-4.6319, -1.5096, -4.4017], [-3.5572, -3.4045, -4.1733], [-2.4508, -3.1605, -2.8012], [-1.8006, -3.4185, -4.4277], [-2.8037, 1.1156, -2.5088], [-2.1832, -0.2985, -2.0364], [1.9489, 0.9231, 3.5979], [2.1276, -0.5412, 3.2043], [2.4001, -1.4837, 4.3805], [3.7126, -1.4087, 4.8973], [3.9402, -0.3739, 5.8333], [3.1427, -0.6494, 2.1525], [2.8981, 1.4128, 3.8164], [1.4913, 1.4657, 2.7703], [1.2995, 1.0199, 4.4695], [1.1782, -0.8686, 2.7669], [2.2839, -2.5127, 4.0309], [1.6689, -1.3209, 5.1839], [3.0593, -0.2090, 6.4619], [4.2106, 0.5676, 5.3488], [4.7693, -0.6861, 6.4669], [3.1363, -1.5978, 1.7893], [4.0599, -0.5435, 2.5769]],
  "atomic_forces_ev_per_a": [[-0.03, 0.04, -0.01], [-0.15, -0.10, 0.03], [-0.05, -0.09, -0.07], [-0.35, 0.00, -0.07], [0.83, -0.13, 0.16], [-0.18, 0.17, 0.06], [0.01, 0.05, 0.03], [0.15, -0.02, -0.03], [0.00, 0.06, 0.05], [0.11, 0.02, -0.04], [0.00, -0.04, 0.08], [0.04, -0.07, -0.08], [-0.35, 0.03, -0.05], [-0.03, -0.01, 0.02], [0.02, -0.02, 0.06], [-0.04, 0.06, -0.05], [0.03, -0.04, 0.04], [0.04, 0.01, -0.04], [0.07, 0.02, -0.12], [0.01, 0.00, -0.03], [0.03, 0.01, 0.01], [0.00, 0.00, 0.00], [-0.01, 0.00, -0.03], [0.02, -0.01, 0.00], [-0.01, 0.00, 0.04], [-0.01, -0.01, 0.01], [-0.04, -0.01, 0.00], [0.00, 0.00, 0.00], [-0.06, 0.07, 0.09], [-0.01, -0.02, 0.04], [-0.03, -0.02, -0.09], [0.00, 0.13, -0.01], [-0.06, -0.03, 0.00], [0.04, 0.03, 0.02], [0.04, -0.03, 0.01], [-0.07, -0.13, -0.01], [0.02, -0.06, 0.01], [0.03, 0.04, 0.01], [0.01, 0.01, 0.01], [-0.01, -0.06, 0.03], [0.03, 0.00, 0.00], [-0.01, 0.03, -0.02], [0.00, 0.01, 0.01], [-0.04, 0.01, 0.02], [0.00, 0.00, 0.00], [0.00, 0.03, -0.08], [-0.01, 0.10, 0.01]],
  "homo_ev": -9.094,
  "e_tot_ha": -1958.21124,
  "orbital_gap_ev": 9.745,
  "lumo_energy_ha": 0.024,
  "mol_weight_g_mol": 323.24,
  "smiles": "COC[C@@H](C)N.COC[C@@H](C)N.ClCCCPCl"
}

***

No. 2
{
  "formula": "C11H29ClNO6PSSb",
  "method": "ωB97M-V with the def2-TZVPD basis set",
  "symbols": ["C", "C", "O", "C", "C", "Sb", "C", "C", "N", "C", "C", "C", "S", "O", "O", "O", "C", "O", "C", "P", "O", "Cl", "H", "H", "H", "H", "H", "H", "H", "H", "H", "H", "H", "H", "H", "H", "H", "H", "H", "H", "H", "H", "H", "H", "H", "H", "H", "H", "H", "H", "H"],
  "xyz": [[-0.2506, -3.5245, -2.0712], [-0.9657, -3.7977, -0.7498], [-0.7027, -2.8221, 0.2325], [0.5075, -3.0070, 0.9494], [0.5542, -2.0042, 2.0822], [-0.0943, 0.0852, 1.6264], [1.8761, 0.9948, 2.0614], [3.1493, 0.1587, 2.0086], [3.3893, -0.5528, 0.7477], [-0.8602, 2.1412, 1.1664], [-1.7966, 2.2314, -0.0382], [-1.4144, 3.4023, -0.9410], [-1.9925, 3.2769, -2.6303], [-2.2425, 1.9079, -2.9781], [-2.9581, 4.3028, -2.8799], [-0.7042, 3.7324, -3.4874], [0.2850, -0.1604, -0.5726], [0.8486, 1.0468, -1.1127], [1.3360, 0.9211, -2.4265], [-2.6560, -0.6373, 1.4129], [-3.1501, 0.5414, 2.4638], [-2.7972, -2.2996, 2.7427], [0.7157, -3.0498, -1.8863], [-0.0698, -4.4514, -2.6208], [-0.8288, -2.8524, -2.7068], [-0.6953, -4.7910, -0.3629], [-2.0501, -3.7878, -0.8806], [0.5445, -4.0456, 1.3183], [1.3654, -2.8890, 0.2658], [-0.1432, -2.3194, 2.8588], [1.5522, -2.0007, 2.5320], [-0.5830, 0.3078, 3.3683], [1.7595, 1.4169, 3.0666], [1.9725, 1.8382, 1.3693], [3.1573, -0.5861, 2.8100], [4.0198, 0.7997, 2.1967], [3.1580, 0.0740, -0.0172], [2.7316, -1.3203, 0.6787], [0.0356, 2.7471, 1.0051], [-1.3458, 2.4963, 2.0774], [-2.8276, 2.3523, 0.3008], [-1.7777, 1.3180, -0.6390], [-0.3305, 3.5032, -1.0005], [-1.8379, 4.3448, -0.5916], [-0.1707, 2.9449, -3.6613], [-0.6434, -0.4068, -1.1034], [0.9894, -0.9858, -0.7232], [1.2023, -0.0939, -2.8127], [0.7952, 1.5989, -3.1042], [2.4000, 1.1815, -2.4735], [-2.4563, 0.7192, 3.1297]],
  "atomic_forces_ev_per_a": [[0.04, 0.02, -0.04], [-0.05, -0.04, 0.13], [-0.06, 0.02, -0.02], [0.01, 0.10, -0.06], [0.03, -0.21, 0.07], [0.30, -0.05, -0.10], [0.06, 0.04, 0.02], [-0.03, -0.03, 0.12], [0.08, 0.05, -0.02], [-0.02, 0.08, 0.14], [-0.09, -0.09, -0.05], [-0.02, 0.17, 0.03], [0.14, 0.07, -0.02], [-0.07, 0.09, -0.02], [-0.06, -0.18, -0.01], [-0.13, 0.15, 0.06], [0.01, 0.06, -0.07], [0.15, -0.02, -0.02], [-0.09, -0.03, -0.01], [-0.12, 0.13, 0.16], [-0.11, -0.04, -0.04], [0.00, -0.04, -0.01], [-0.01, -0.10, -0.01], [-0.05, 0.03, -0.02], [0.02, 0.02, 0.05], [0.04, 0.05, 0.00], [0.05, -0.04, -0.08], [-0.03, 0.03, -0.01], [-0.01, -0.02, 0.05], [0.02, 0.04, 0.01], [-0.02, 0.08, -0.06], [-0.08, -0.02, -0.04], [-0.03, 0.02, -0.05], [0.00, -0.06, -0.02], [-0.01, 0.03, -0.02], [-0.02, -0.02, -0.01], [-0.02, -0.03, -0.03], [-0.04, 0.03, -0.03], [-0.03, -0.05, 0.03], [0.04, 0.07, -0.04], [-0.01, -0.06, -0.07], [0.04, 0.08, 0.06], [-0.04, -0.11, -0.05], [0.11, 0.01, 0.02], [-0.01, -0.02, 0.00], [0.06, -0.04, 0.03], [-0.03, 0.03, 0.00], [0.02, 0.04, 0.01], [0.10, -0.18, 0.07], [-0.04, 0.00, 0.04], [0.05, -0.05, -0.05]],
  "homo_ev": -3.634,
  "e_tot_ha": -2382.62923,
  "orbital_gap_ev": 6.267,
  "lumo_energy_ha": 0.097,
  "mol_weight_g_mol": 491.61,
  "total_charge": -1
}

***

No. 3
{
  "formula": "C11H30ClI2N2NdP2S",
  "method": "ωB97M-V with the def2-TZVPD basis set",
  "symbols": ["I", "I", "Nd", "P", "C", "C", "H", "H", "H", "H", "H", "H", "C", "H", "H", "H", "P", "C", "C", "H", "H", "H", "C", "H", "H", "H", "H", "H", "H", "Cl", "C", "N", "C", "C", "S", "N", "C", "C", "H", "H", "H", "H", "H", "H", "H", "H", "H", "H", "H", "H"],
  "xyz": [[-0.1750, 1.6724, 0.0942], [-0.1563, -0.9154, 0.5711], [-0.0668, -0.4731, -4.4218], [-2.4571, -0.1220, -2.9644], [-3.2105, -0.0627, -1.3233], [-3.2735, 1.2734, -3.8348], [-4.3621, 1.1048, -3.8501], [-4.3811, -1.3823, -3.6419], [-2.8900, 1.3862, -4.8628], [-3.0196, -1.7406, -4.7728], [-2.9297, 0.8918, -0.8552], [-3.0380, 2.1822, -3.2623], [-3.2998, -1.5694, -3.7180], [-4.3054, -0.1506, -1.4075], [-3.0293, -2.4519, -3.1220], [-2.8119, -0.8795, -0.7012], [2.4524, -0.0418, -3.1259], [3.0555, 0.1159, -1.4248], [3.3985, -1.4922, -3.7469], [2.9797, 1.3916, -5.0310], [4.3852, 1.1816, -3.9166], [3.0101, 2.2602, -3.4584], [3.2979, 1.3365, -3.9779], [3.0979, -1.7436, -4.7780], [4.4749, -1.2657, -3.7191], [4.1540, 0.1481, -1.4041], [2.6870, -0.7449, -0.8485], [3.1744, -2.3446, -3.0893], [2.6367, 1.0290, -0.9757], [-0.3015, 0.1709, -6.8128], [1.1384, -1.9375, 3.5878], [0.6590, -0.8503, 4.4290], [1.3538, -0.7985, 5.7230], [0.4617, 0.4072, 3.8342], [1.6230, 1.0746, 2.8057], [-0.6966, 1.0108, 4.1912], [-1.5983, 0.4361, 5.1794], [-1.1236, 2.2740, 3.6127], [1.3026, -2.8063, 4.2391], [2.0638, -1.6712, 3.0588], [0.3598, -2.1805, 2.8522], [0.8208, -0.1300, 6.4055], [1.3487, -1.8170, 6.1387], [2.3996, -0.4563, 5.6219], [-1.6715, 1.1166, 6.0303], [-2.5982, 0.2987, 4.7570], [-1.2223, -0.5286, 5.5198], [-0.2610, 2.8215, 3.2301], [-1.8196, 2.1111, 2.7758], [-1.6363, 2.8617, 4.3895]],
  "atomic_forces_ev_per_a": [[-0.18, 0.31, -0.76], [-0.10, -0.19, -0.53], [0.02, -0.10, -0.37], [-1.34, 0.30, -0.24], [0.24, -0.08, 0.53], [0.30, 0.08, 0.07], [0.39, 0.14, -0.05], [0.30, -0.25, -0.20], [-0.28, 0.02, 0.29], [-0.25, 0.06, 0.27], [-0.21, -0.32, -0.09], [-0.17, -0.13, -0.29], [0.30, -0.13, 0.11], [0.39, 0.08, -0.08], [-0.23, 0.06, -0.23], [-0.27, 0.33, -0.23], [1.56, 0.15, -0.07], [-0.55, -0.06, 0.43], [-0.47, -0.15, 0.03], [0.27, 0.11, 0.28], [-0.35, 0.14, -0.04], [0.20, -0.09, -0.27], [-0.39, 0.09, -0.10], [0.29, 0.00, 0.24], [-0.36, -0.14, -0.05], [-0.32, -0.02, -0.12], [0.24, 0.29, -0.03], [0.21, 0.10, -0.26], [0.24, -0.30, -0.08], [0.07, -0.10, 0.78], [0.04, 0.22, 0.01], [0.04, -0.45, 0.50], [0.07, -0.08, 0.04], [-0.21, 0.38, -0.09], [-0.22, -0.11, 0.60], [0.81, -0.45, -0.40], [-0.16, -0.18, 0.20], [-0.06, 0.32, 0.20], [-0.04, 0.23, -0.33], [-0.03, -0.18, 0.07], [0.28, -0.19, 0.34], [0.15, -0.09, -0.04], [0.00, 0.43, 0.00], [-0.31, -0.07, 0.00], [-0.04, -0.02, -0.01], [0.10, 0.09, -0.03], [-0.15, 0.25, -0.15], [-0.08, -0.05, 0.18], [0.06, -0.06, 0.29], [0.20, -0.15, -0.32]],
  "homo_ev": [-12.158, -12.160],
  "multiplicity": 4,
  "e_tot_ha": -3243.99145,
  "orbital_gap_ev": [4.184, 4.386],
  "lumo_energy_ha": [-0.293, -0.286],
  "s2": 3.75,
  "mol_weight_g_mol": 717.89,
  "total_charge": 2
}

***

No. 4
{
  "formula": "C11H30CoN6O",
  "method": "ωB97M-V with the def2-TZVPD basis set",
  "symbols": ["Co", "N", "C", "C", "N", "C", "C", "N", "C", "C", "N", "H", "H", "H", "H", "H", "H", "H", "H", "H", "H", "H", "H", "H", "H", "H", "H", "H", "H", "C", "N", "C", "C", "O", "N", "C", "C", "H", "H", "H", "H", "H", "H", "H", "H", "H", "H", "H", "H"],
  "xyz": [[0.1205, -0.0084, -0.0882], [-1.0487, 0.3591, -1.9616], [-2.0308, -0.7218, -2.2012], [-1.5443, -1.9939, -1.5116], [-1.2374, -1.7433, -0.0925], [-0.4899, -2.8655, 0.5064], [0.2198, -2.4312, 1.7864], [1.0661, -1.2506, 1.5035], [-2.4367, -1.4137, 0.7106], [-2.6508, 0.0892, 0.9133], [-1.3733, 0.7546, 1.2430], [-1.5186, 1.2626, -2.0295], [-0.3691, 0.3575, -2.7231], [-2.1559, -0.9178, -3.2705], [-3.0039, -0.4271, -1.8154], [-0.6328, -2.3441, -2.0053], [-2.3024, -2.7807, -1.6165], [0.2535, -3.2141, -0.2136], [-1.1540, -3.7109, 0.7234], [0.8149, -3.2693, 2.1632], [-0.4954, -2.1711, 2.5705], [1.9607, -1.5697, 1.1245], [1.3026, -0.8052, 2.3902], [-2.3199, -1.8722, 1.6904], [-3.3367, -1.8416, 0.2571], [-3.3746, 0.2190, 1.7257], [-3.0646, 0.5688, 0.0274], [-1.1326, 0.5390, 2.2125], [-1.5221, 1.7656, 1.2167], [3.4666, -1.0758, -2.0622], [3.8387, 0.2896, -1.7825], [5.2433, 0.5495, -1.9492], [2.9019, 1.1429, -1.2896], [1.8174, 0.6731, -0.8339], [3.0968, 2.4853, -1.2904], [2.1696, 3.3229, -0.5773], [4.0666, 3.2105, -2.0685], [3.7646, -1.3266, -3.0832], [2.3920, -1.2184, -1.9578], [3.9927, -1.7666, -1.4000], [5.8050, -0.3436, -1.6663], [5.5898, 1.3765, -1.3376], [5.4972, 0.7457, -2.9957], [1.5702, 2.7413, 0.1218], [1.5073, 3.8425, -1.2766], [2.7234, 4.0874, -0.0278], [4.3105, 2.7022, -2.9985], [4.9893, 3.3863, -1.5041], [3.6636, 4.1972, -2.3026]],
  "atomic_forces_ev_per_a": [[-1.16, -1.32, 0.18], [0.90, 0.25, 1.03], [-0.19, -0.78, 0.28], [-0.13, 0.28, -0.94], [1.17, 1.53, -0.02], [0.69, -0.35, 0.56], [-0.61, -0.40, -0.22], [-0.21, 0.90, -0.93], [-0.42, 0.61, 0.48], [-0.40, -0.44, -0.23], [1.00, -0.56, -0.76], [0.18, 0.03, 0.10], [0.17, 0.08, 0.17], [0.03, 0.10, 0.11], [0.00, 0.09, -0.06], [-0.04, -0.04, 0.11], [0.15, 0.01, 0.15], [-0.07, 0.03, -0.07], [-0.05, 0.13, -0.13], [-0.01, 0.16, 0.01], [0.14, -0.01, -0.05], [-0.05, 0.23, -0.13], [0.05, 0.26, -0.15], [-0.06, -0.08, -0.04], [0.16, -0.07, 0.00], [0.08, 0.10, -0.12], [0.03, 0.00, 0.08], [0.21, 0.06, -0.13], [0.30, -0.01, -0.10], [-0.07, -0.61, -0.29], [-1.77, 0.54, 0.76], [1.15, 0.32, -0.40], [3.02, 1.43, -1.29], [-3.45, -1.52, 1.42], [-0.80, -1.88, 0.38], [-0.48, 0.62, 0.40], [1.09, 0.50, -0.41], [-0.09, -0.01, 0.04], [0.14, -0.04, -0.13], [-0.03, 0.02, 0.08], [-0.14, 0.07, 0.15], [-0.06, -0.12, 0.04], [-0.06, 0.04, 0.11], [0.15, 0.18, 0.01], [0.00, -0.05, 0.03], [-0.07, -0.11, 0.04], [-0.10, 0.04, 0.04], [-0.15, -0.02, -0.11], [-0.13, -0.19, -0.08]],
  "homo_ev": [-17.775, -17.760],
  "e_tot_ha": -2222.63920,
  "orbital_gap_ev": [4.557, 4.567],
  "lumo_energy_ha": [-0.486, -0.485],
  "mol_weight_g_mol": 321.33,
  "total_charge": 3
}